Record 1
C25H72BrFO20 | ωB97M-V/def2-TZVPD

Calculated values
LUMO: -0.077 hartree
Highest occupied orbital energy: -0.36409 hartree
Gap between HOMO and LUMO: 7.8 eV
Net charge: 0

XYZ file:
```
119
Properties=species:S:1:pos:R:3:mulliken_charge:R:1
C 1.876 -0.770 0.113 -0.4832
C 1.972 0.109 -1.257 -0.4917
C 0.609 0.990 -1.642 0.4001
F 1.073 2.412 -1.604 -0.3281
C -0.583 0.832 -0.537 0.2673
C -1.490 -0.306 -0.168 0.0622
C -1.523 -1.720 -0.995 -0.4011
C -1.496 -3.085 -0.111 0.3528
O -2.112 -4.171 -0.657 -0.5264
Br -0.586 -3.200 1.692 -0.1053
C -2.304 0.166 1.210 0.2409
O -2.913 -0.670 2.091 -0.4605
O -1.973 1.578 1.530 -0.1992
C -1.161 2.064 0.427 -0.0087
O -1.173 3.374 0.096 -0.4575
H 1.206 -1.720 -0.116 -0.0653
H 1.521 -0.190 1.078 0.2442
H 2.933 -1.227 0.368 0.3642
H 2.205 -0.580 -2.196 0.2224
H 2.920 0.822 -1.145 0.2545
H 0.212 0.770 -2.735 0.2851
H -2.500 -1.639 -1.671 0.4086
H -0.645 -1.711 -1.770 0.3115
C -3.930 -3.640 4.276 -0.0742
O -4.252 -2.304 4.617 -0.5549
H -3.809 -4.222 5.193 0.0695
H -4.739 -4.070 3.679 0.2965
H -2.996 -3.658 3.710 -0.0170
H -4.354 -1.813 3.784 0.2909
C 3.489 2.175 -4.433 -0.5051
O 4.042 1.154 -3.623 -0.4175
H 2.399 2.123 -4.374 0.1871
H 3.825 3.150 -4.073 0.1860
H 3.803 2.029 -5.469 0.3122
H 5.009 1.225 -3.695 0.2562
C 4.709 -3.800 0.866 -0.6042
O 3.530 -3.032 1.023 -0.4357
H 5.454 -3.204 0.334 0.2959
H 5.100 -4.073 1.850 0.2297
H 4.485 -4.700 0.288 0.2452
H 2.889 -3.586 1.498 0.2152
C 6.509 -7.341 1.583 -0.5477
O 5.330 -6.573 1.740 -0.4233
H 7.254 -6.745 1.051 0.2208
H 6.900 -7.615 2.567 0.2528
H 6.285 -8.241 1.005 0.2524
H 4.689 -7.128 2.215 0.2658
C -1.510 -4.736 6.898 -0.5291
O -0.411 -4.279 6.132 -0.5053
H -1.161 -4.994 7.901 0.2679
H -2.261 -3.946 6.968 0.3276
H -1.941 -5.622 6.426 0.1505
H -0.751 -4.058 5.248 0.2853
C -1.324 7.087 -1.261 -0.4691
O -1.907 6.082 -0.451 -0.4235
H -2.020 7.924 -1.345 0.2527
H -0.394 7.432 -0.802 0.1887
H -1.123 6.682 -2.257 0.2017
H -1.266 5.353 -0.396 0.3458
C -5.178 3.277 1.306 -0.4599
O -4.782 3.920 0.109 -0.4969
H -6.255 3.400 1.437 0.2784
H -4.939 2.212 1.245 0.1417
H -4.656 3.730 2.153 0.2433
H -3.822 3.794 0.020 0.2734
C -3.026 5.684 -4.715 -0.1967
O -1.927 6.141 -5.481 -0.4940
H -2.677 5.426 -3.712 -0.0237
H -3.777 6.474 -4.645 0.2965
H -3.457 4.798 -5.187 0.1535
H -2.267 6.362 -6.365 0.2508
C -2.961 6.689 -9.355 -0.5378
O -3.194 7.549 -8.255 -0.5054
H -1.958 6.263 -9.267 0.2271
H -3.698 5.882 -9.351 0.2639
H -3.032 7.257 -10.285 0.2795
H -4.090 7.912 -8.361 0.2963
C 7.178 3.210 -3.498 -0.3724
O 7.277 1.885 -3.008 -0.5023
H 6.183 3.357 -3.924 0.0828
H 7.329 3.915 -2.678 0.2460
H 7.931 3.369 -4.274 0.2682
H 8.170 1.784 -2.636 0.2891
C -5.203 1.795 -4.624 -0.5657
O -4.049 1.840 -3.804 -0.3998
H -5.299 0.792 -5.046 0.2073
H -6.087 2.021 -4.023 0.2716
H -5.104 2.521 -5.434 0.2254
H -3.990 2.741 -3.444 0.2717
C -5.126 -7.334 4.408 -0.6698
O -4.027 -6.877 3.642 -0.4251
H -4.777 -7.592 5.411 0.2284
H -5.877 -6.543 4.478 0.3181
H -5.557 -8.220 3.936 0.3218
H -4.367 -6.655 2.758 0.2554
C 0.342 -7.601 7.730 -0.5618
O -0.835 -7.860 8.473 -0.5044
H 0.065 -7.334 6.708 0.0842
H 0.887 -6.772 8.186 0.3487
H 0.967 -8.497 7.713 0.3417
H -0.558 -8.095 9.375 0.2914
C 2.473 5.546 -0.744 -0.4751
O 3.293 6.695 -0.861 -0.5115
H 3.108 4.668 -0.607 0.2441
H 1.813 5.655 0.121 0.2662
H 1.880 5.426 -1.655 0.2056
H 2.701 7.457 -0.982 0.2705
C 5.531 8.678 -1.983 -0.4081
O 4.893 9.419 -3.007 -0.5137
H 6.597 8.914 -1.985 0.2628
H 5.102 8.948 -1.015 0.1987
H 5.396 7.609 -2.168 0.1731
H 3.949 9.189 -2.981 0.2948
C -1.091 -9.494 5.116 -0.4383
O -2.067 -9.414 4.094 -0.5094
H -0.637 -10.488 5.097 0.2976
H -0.319 -8.740 4.943 0.1843
H -1.564 -9.331 6.087 0.1883
H -2.452 -8.522 4.135 0.2528
```

***

Record 2
C25H72O25S7 | ωB97M-V/def2-TZVPD

Calculated values
Energy above the lowest of the compared OMol25 structures with the same formula, charge and spin: 2922.71 kJ/mol
LUMO: -0.008 hartree
Highest occupied orbital energy: -0.28520 hartree
Gap between HOMO and LUMO: 7.5 eV
Net charge: 0

XYZ file:
```
129
Properties=species:S:1:pos:R:3:mulliken_charge:R:1
O -4.929 0.458 -0.264 -0.6791
S -5.123 1.478 0.801 1.4300
O -5.752 1.140 2.072 -0.7285
O -3.713 2.104 1.249 -0.4794
C -2.819 1.250 1.915 1.9197
C -2.929 1.313 3.433 -2.1786
C -5.824 2.988 0.016 -1.1454
H -1.788 1.466 1.633 -0.3375
H -2.992 0.281 1.446 -0.3485
H -2.755 2.373 3.616 0.4569
H -2.243 0.628 3.930 0.1760
H -3.905 1.165 3.896 0.5831
H -5.165 3.424 -0.735 0.3892
H -6.008 3.602 0.897 0.4824
H -6.818 2.702 -0.326 0.4383
O -3.665 1.466 -4.614 -0.7263
S -2.995 0.661 -3.616 1.3154
O -1.733 -0.058 -3.952 -0.5747
O -2.682 1.642 -2.298 -0.2432
C -3.544 2.721 -2.061 -0.0966
C -2.805 3.822 -1.393 -1.1692
C -4.236 -0.434 -2.803 -0.6319
H -4.347 2.319 -1.443 -0.1946
H -3.917 3.157 -2.987 0.5127
H -1.975 4.174 -2.006 0.3734
H -2.547 3.448 -0.402 0.1284
H -3.506 4.624 -1.160 0.5805
H -4.928 0.261 -2.329 -0.0019
H -3.667 -0.962 -2.038 0.5279
H -4.619 -1.064 -3.606 0.7337
O 3.592 -0.949 -5.881 -0.6085
S 4.810 -0.613 -5.148 1.1950
O 5.285 0.829 -5.099 -0.6186
O 4.678 -1.219 -3.645 -0.4392
C 5.538 -0.875 -2.580 -0.8785
C 4.989 -1.629 -1.301 -1.7169
C 6.134 -1.774 -5.802 -1.0266
H 5.625 0.207 -2.481 0.6272
H 6.506 -1.262 -2.899 0.4811
H 3.971 -1.284 -1.120 0.4035
H 5.468 -1.479 -0.333 0.5238
H 4.821 -2.703 -1.374 0.5040
H 7.028 -1.314 -5.382 0.3741
H 6.202 -1.809 -6.890 0.4117
H 6.188 -2.826 -5.522 0.3393
O 0.863 -4.984 1.850 -0.7130
S 0.608 -3.727 2.552 1.2131
O -0.679 -3.408 3.202 -0.7253
O 1.856 -3.453 3.642 -0.1346
C 2.405 -4.583 4.274 -0.3223
C 3.613 -4.112 5.150 -1.1864
C 1.092 -2.289 1.345 1.2229
H 2.722 -5.363 3.582 0.3621
H 1.731 -5.033 5.004 0.3051
H 4.112 -3.251 4.704 0.3098
H 4.344 -4.918 5.214 0.3322
H 3.333 -3.758 6.142 0.3114
H 2.179 -2.364 1.372 0.3996
H 0.729 -1.304 1.640 -0.1163
H 0.602 -2.524 0.400 -1.6643
O -1.381 2.262 2.759 -0.1864
S -0.203 3.118 2.625 1.1717
O -0.342 4.399 1.938 -0.8307
O 0.692 3.407 4.047 -0.4530
C 0.398 2.709 5.198 -0.3104
C 0.844 1.211 5.030 -0.6469
C 1.013 2.138 1.723 -1.2535
H -0.654 2.901 5.410 0.2618
H 0.923 3.177 6.031 0.3637
H 0.722 0.617 5.936 0.4599
H 1.875 1.239 4.677 0.2488
H 0.209 0.647 4.346 -0.0106
H 1.176 1.228 2.300 0.6780
H 1.897 2.774 1.769 0.5578
H 0.582 1.919 0.746 -0.2374
O -1.172 -1.942 0.505 -0.8449
S -0.717 -0.579 0.226 2.0658
O -0.379 0.315 1.362 -1.3796
O 0.565 -0.565 -0.820 0.4819
C 1.457 0.493 -0.897 2.3312
C 2.684 0.043 -0.092 -0.3107
C -1.994 0.250 -0.782 -3.1690
H 1.079 1.425 -0.476 -2.0391
H 1.621 0.660 -1.961 -0.0272
H 2.564 0.168 0.984 0.2906
H 3.503 0.744 -0.253 0.3277
H 3.098 -0.930 -0.358 -0.6566
H -1.439 1.117 -1.142 1.5214
H -2.908 0.564 -0.279 1.0902
H -2.253 -0.367 -1.643 0.4349
O -6.325 -2.778 -2.369 -0.6197
S -6.182 -3.103 -0.988 1.0984
O -6.371 -4.433 -0.434 -0.6271
O -4.705 -2.642 -0.600 -0.1480
C -4.097 -3.181 0.572 -0.9066
C -3.142 -2.062 1.223 0.0419
C -7.120 -1.934 0.014 -0.2295
H -3.441 -4.041 0.441 0.2215
H -4.871 -3.496 1.272 0.6082
H -3.784 -1.258 1.583 0.0845
H -2.504 -1.574 0.486 -0.0894
H -2.462 -2.377 2.015 0.0791
H -8.089 -1.760 -0.453 0.4706
H -6.545 -1.022 -0.151 -0.3729
H -6.949 -2.185 1.060 0.3053
C 1.600 -2.636 -1.722 -1.0577
O 0.722 -2.712 -0.636 -0.4247
H 2.553 -2.108 -1.668 0.1468
H 1.777 -3.671 -2.013 0.4612
H 1.108 -2.031 -2.484 0.3225
H 0.284 -1.865 -0.523 0.0090
C 6.046 1.188 -0.547 -0.9171
O 4.620 1.264 -0.565 -0.7729
H 6.421 1.808 -1.361 0.3389
H 6.486 1.728 0.291 0.3107
H 6.308 0.132 -0.619 0.1776
H 4.245 1.477 -1.423 0.9845
C 0.366 4.242 -0.223 -0.6980
O -0.136 3.107 -0.875 -0.0137
H -0.390 4.879 0.237 0.3916
H 0.859 3.882 0.680 0.2436
H 1.064 4.902 -0.739 0.3089
H 0.676 2.699 -1.184 0.3361
C 3.550 1.038 -3.254 -1.2097
O 4.169 1.792 -2.280 -0.2671
H 2.474 1.095 -3.421 0.4159
H 3.954 1.377 -4.208 1.0362
H 3.837 -0.004 -3.115 -0.0501
H 4.119 2.741 -2.415 0.4035
```

***

Record 3
C25H73Cl2N25O15P3S | ωB97M-V/def2-TZVPD

Calculated values
LUMO: -0.113 hartree
Highest occupied orbital energy: -0.36601 hartree
Gap between HOMO and LUMO: 6.9 eV
Net charge: +1

XYZ file:
```
144
Properties=species:S:1:pos:R:3:mulliken_charge:R:1
C 2.962 -4.822 0.369 -1.3581
C 1.642 -4.129 0.004 -0.3047
O 1.736 -2.756 0.436 -0.3820
P 0.668 -2.353 1.573 1.1359
O 0.482 -3.370 2.627 -0.8153
C -0.933 -2.132 0.690 -0.0345
C -1.750 -0.879 1.082 -1.9729
N -2.578 -0.447 -0.089 0.1323
C -2.255 0.593 -0.927 -0.0128
P -0.817 1.693 -0.788 0.5393
S -0.972 2.784 0.829 -0.3608
C -3.278 0.632 -1.874 0.2766
C -3.304 1.632 -3.008 -0.2061
C -3.276 3.119 -2.560 -0.3074
O -2.546 3.863 -3.539 -0.5396
N -4.145 -0.366 -1.562 0.6586
C -5.330 -0.653 -2.380 1.3498
Cl -6.717 -1.093 -1.381 -0.1023
C -5.055 -1.676 -3.501 0.1576
C -4.314 -1.076 -4.691 -1.2111
Cl -4.136 -3.116 -2.948 -0.1037
C -3.729 -1.013 -0.430 0.6209
P -4.604 -2.383 0.482 -0.0001
N -3.728 -3.084 1.594 -0.6088
O 1.181 -0.985 2.240 -0.3207
C 1.720 -0.005 1.322 0.3883
C 3.115 0.501 1.717 -1.4907
H 2.917 -5.888 0.155 0.3756
H 3.743 -4.340 -0.218 0.3084
H 3.141 -4.652 1.430 0.3354
H 1.539 -4.191 -1.082 0.3583
H 0.795 -4.663 0.433 0.3861
H -0.716 -2.040 -0.382 0.5413
H -1.502 -3.046 0.829 0.3857
H -1.085 -0.049 1.312 0.4789
H -2.409 -1.071 1.922 0.3529
H -0.825 2.534 -1.916 -0.0905
H 0.364 0.938 -0.886 0.0846
H -2.435 1.420 -3.637 0.6575
H -4.164 1.511 -3.664 -0.3905
H -2.854 3.280 -1.566 0.1379
H -4.280 3.526 -2.629 -0.0677
H -1.699 3.441 -3.713 0.3761
H -5.594 0.267 -2.897 -1.9444
H -6.025 -2.029 -3.847 0.6006
H -3.317 -0.760 -4.367 0.2377
H -4.822 -0.192 -5.072 0.2090
H -4.165 -1.832 -5.456 0.4673
H -5.074 -3.289 -0.476 0.1489
H -5.723 -1.733 1.035 0.1173
H -3.698 -4.066 1.329 0.2326
H 1.033 0.846 1.336 -0.2295
H 1.763 -0.368 0.291 0.4074
H 3.750 0.528 0.838 0.3314
H 3.020 1.530 2.064 0.3322
H 3.564 -0.101 2.504 0.3222
C -7.382 1.640 -4.289 0.6524
O -7.226 0.421 -4.367 -0.6366
N -7.671 2.406 -5.363 -0.3517
N -7.260 2.297 -3.098 -0.1455
H -7.768 3.402 -5.323 0.1653
H -7.748 1.946 -6.251 0.2083
H -7.047 1.748 -2.288 0.1890
H -7.373 3.289 -2.984 0.1569
C 0.169 -6.548 -2.478 0.7575
O 0.875 -5.676 -2.956 -0.6464
N 0.526 -7.864 -2.484 -0.4205
N -1.039 -6.272 -1.894 -0.3346
H -0.038 -8.596 -2.096 0.1589
H 1.406 -8.098 -2.905 0.2291
H -1.330 -5.313 -1.879 0.1344
H -1.636 -6.971 -1.494 0.1611
C 6.452 2.485 0.962 0.5793
O 5.645 1.758 0.390 -0.6790
N 7.686 2.742 0.453 -0.2202
N 6.181 3.096 2.151 -0.2352
H 8.359 3.335 0.910 0.2173
H 7.919 2.311 -0.426 0.1155
H 5.280 2.932 2.557 0.1746
H 6.842 3.693 2.623 0.1620
C 9.574 0.066 -2.017 0.6280
O 8.998 1.065 -2.427 -0.6307
N 10.585 -0.529 -2.713 -0.3994
N 9.246 -0.525 -0.835 -0.3599
H 11.069 -1.347 -2.397 0.1575
H 10.848 -0.115 -3.587 0.2085
H 8.502 -0.110 -0.302 0.1950
H 9.701 -1.343 -0.478 0.1640
C -2.457 -3.960 5.398 0.4637
O -3.386 -4.697 5.725 -0.7294
N -2.448 -3.320 4.194 -0.0640
N -1.384 -3.734 6.194 -0.2409
H -1.699 -2.725 3.894 0.0156
H -3.232 -3.472 3.580 0.2462
H -1.370 -4.199 7.082 0.1867
H -0.610 -3.134 5.948 0.3187
C -5.574 5.313 -0.500 0.6342
O -5.870 4.459 -1.330 -0.6169
N -6.164 6.538 -0.481 -0.4206
N -4.630 5.099 0.460 -0.3237
H -5.938 7.252 0.185 0.1572
H -6.861 6.725 -1.177 0.2231
H -4.174 4.205 0.474 0.1522
H -4.371 5.784 1.144 0.1702
C -4.863 4.942 -6.567 0.5842
O -5.608 4.075 -6.127 -0.5981
N -5.111 5.592 -7.741 -0.4117
N -3.731 5.313 -5.906 -0.2976
H -4.514 6.303 -8.117 0.1564
H -5.937 5.333 -8.245 0.2349
H -3.550 4.832 -5.039 0.1798
H -3.096 6.018 -6.228 0.1698
C 8.094 4.453 -5.158 0.5653
O 7.506 5.446 -5.553 -0.6619
N 9.106 3.871 -5.873 -0.3379
N 7.796 3.838 -3.978 -0.2713
H 9.601 3.056 -5.566 0.1613
H 9.354 4.295 -6.746 0.2024
H 7.060 4.238 -3.429 0.1480
H 8.269 3.019 -3.638 0.2272
C -6.413 -6.818 7.575 0.5819
O -6.551 -7.995 7.872 -0.6638
N -5.308 -6.334 6.949 -0.2149
N -7.379 -5.883 7.855 -0.3712
H -5.174 -5.373 6.695 0.2065
H -4.579 -6.985 6.730 0.1566
H -8.207 -6.205 8.318 0.2024
H -7.292 -4.912 7.626 0.1671
C 9.107 5.259 3.442 0.6253
O 8.769 4.379 2.656 -0.7251
N 8.651 6.537 3.336 -0.3820
N 9.961 5.017 4.471 -0.3986
H 8.913 7.273 3.963 0.1712
H 8.024 6.741 2.579 0.2224
H 10.311 4.082 4.568 0.2209
H 10.254 5.717 5.125 0.1727
C 1.975 -2.497 7.342 0.5883
O 1.084 -2.422 6.510 -0.7326
N 2.783 -3.590 7.440 -0.3677
N 2.224 -1.495 8.234 -0.4038
H 3.519 -3.678 8.114 0.1670
H 2.620 -4.340 6.794 0.2238
H 1.642 -0.681 8.184 0.2213
H 2.948 -1.536 8.926 0.1643
```

***

Record order is preserved below.
DFT total energy: -5173.8330 -5662.7188 -5836.8453 hartree